(1)
ORCA calculation (wB97M-V/def2-TZVPD) on a molecular structure, C29H33BiN9O2S in a non-equilibrium geometry.

Geometry as XYZ:
```
75
Properties=species:S:1:pos:R:3
Bi 0.4081 0.0223 0.5371
O 1.1548 1.1151 -3.6693
C 1.2790 0.6989 -2.5444
N 0.2822 0.3345 -1.6770
C -1.0386 0.1853 -2.1904
C -1.4152 -0.0170 -3.5147
C -2.7866 -0.0766 -3.8478
C -3.7955 0.0336 -2.8821
C -3.3933 0.2606 -1.5853
C -2.0171 0.3158 -1.2273
N -1.6175 0.5345 0.1124
C -2.3765 1.3650 0.9185
O -3.1791 2.2031 0.5474
C -2.0351 1.2989 2.3700
C -2.7857 2.0997 3.2500
C -2.4038 2.1081 4.5695
C -1.2887 1.3468 4.9852
C -0.6117 0.6055 4.0646
N -0.9976 0.5580 2.7586
C 2.6856 0.5859 -2.0361
C 3.7368 0.9058 -2.8771
C 5.0232 0.7989 -2.3848
C 5.2172 0.4405 -1.0749
C 4.1394 0.1715 -0.2941
N 2.8865 0.2297 -0.7564
H -0.6702 -0.1912 -4.2312
H -3.0044 -0.2457 -4.8850
H -4.8305 -0.1393 -3.0927
H -4.1040 0.3188 -0.7645
H -3.5725 2.6829 2.8498
H -2.9457 2.7329 5.2877
H -0.9598 1.3430 6.0207
H 0.2915 0.0776 4.3813
H 3.5600 1.2178 -3.8906
H 5.7938 1.0774 -3.0853
H 6.2397 0.2479 -0.7350
H 4.2479 -0.1453 0.7291
C 3.5469 4.4203 1.2916
N 2.6566 4.1990 0.1504
C 3.0963 4.3099 -1.2292
C 1.8197 4.0603 -1.9617
N 1.0856 3.1626 -1.0346
C 1.5981 3.4153 0.2184
S 1.0121 2.7182 1.6466
H 4.4849 4.7583 0.9125
H 3.6442 3.4418 1.7839
H 3.2255 5.2179 1.9129
H 3.7602 3.4857 -1.4313
H 3.5348 5.2405 -1.5335
H 1.9312 3.5823 -2.9337
H 1.1794 4.9717 -2.1395
H 0.0755 3.0881 -1.1770
C -3.7353 -4.1018 1.1499
C -3.5654 -2.6343 1.5850
N -2.2743 -2.1436 1.0985
C -1.2090 -2.9102 0.7239
N -0.1489 -2.2720 0.2764
C 0.9902 -3.0242 -0.3604
C 0.6844 -4.4833 -0.5836
C -0.0607 -5.0082 0.6017
N -1.2751 -4.2099 0.8634
C -2.4650 -4.8875 1.4168
H -4.0457 -4.1397 0.1019
H -4.5141 -4.5600 1.7804
H -3.6357 -2.5802 2.6603
H -4.3875 -2.0632 1.1431
H -2.1179 -1.1675 0.8241
H 1.8639 -2.9495 0.3051
H 1.2343 -2.5716 -1.3145
H 1.5655 -5.0239 -0.7896
H 0.0411 -4.5201 -1.4305
H 0.5783 -5.0583 1.5306
H -0.3574 -6.0078 0.4120
H -2.3905 -5.0657 2.4819
H -2.5431 -5.7910 0.9115
```

## Properties
Net charge   +1
E_HOMO   -10.1 eV
HOMO-LUMO gap   7.6 eV
M   780.69 g/mol
Strongest force on any atom   0.0467 Eh/bohr
Multiplicity   1
ΔE to the lowest compared entry with this formula, charge and spin   6.5 kcal/mol

Here are the Löwdin charges for atoms 1 to 6, given in e: Bi 1.75; O 0.07; C -0.51; N -0.08; C -0.23; C 0.00

(2)
ORCA calculation (wB97M-V/def2-TZVPD) on C7H13NO in the gas phase in a non-equilibrium geometry.

Geometry as XYZ:
```
22
Properties=species:S:1:pos:R:3
C -1.0280 -0.4241 0.6262
C -0.4307 0.9462 0.9011
C -2.4027 -0.3952 0.0100
C 1.3030 -1.5872 0.0973
C 0.1540 -0.8754 -0.5856
C 1.5651 1.7101 -0.5022
C 0.3017 1.1911 -0.4250
O 2.2966 2.2046 0.5187
N -0.2505 -1.1563 -1.7628
H 1.7712 2.2269 1.3294
H -0.9304 -1.1169 1.4597
H 0.2803 -1.9025 -2.2083
H 2.1525 1.6513 -1.4101
H 0.2747 0.8966 1.7341
H -1.1947 1.7054 1.0892
H -0.3860 1.3975 -1.2361
H -2.7172 -1.4008 -0.2708
H -3.1324 0.0397 0.7010
H -2.3993 0.2111 -0.9001
H 2.0514 -1.9195 -0.6317
H 0.9352 -2.4650 0.6314
H 1.7862 -0.9376 0.8349
```

## Properties
E_HOMO   -7.9 eV
HOMO-LUMO gap   8.6 eV
M   127.19 g/mol
Structure (SMILES)   [H]/N=C(\C)[C@H](C)C/C=C\O
Strongest force on any atom   0.0801 Eh/bohr
Multiplicity   1
ΔE to the lowest compared entry with this formula, charge and spin   76.1 kcal/mol

Here are the natural (NBO) charges for atoms 1 to 6, given in e: C -0.22; C -0.45; C -0.62; C -0.70; C 0.36; C 0.20

(3)
ORCA calculation (wB97M-V/def2-TZVPD) on 2 unconnected molecules or ions with the total composition C38H45N5O5S in a non-equilibrium geometry.

Geometry as XYZ:
```
94
Properties=species:S:1:pos:R:3
C -2.1631 -5.1435 -3.4992
O -3.0744 -4.5116 -2.5715
C -2.5296 -3.8662 -1.5036
C -1.1359 -3.8198 -1.2492
C -0.6592 -3.0099 -0.2331
C -1.5294 -2.2624 0.5882
C -0.9923 -1.4079 1.6133
N -1.5978 -0.2079 1.9585
C -2.5686 0.5464 1.2132
C -3.6945 1.0497 1.8835
C -3.9094 0.8677 3.3838
C -5.1333 -0.0040 3.6628
C -4.0154 2.2125 4.1055
C -4.6742 1.7256 1.1512
C -4.5246 1.9297 -0.2185
C -3.3553 1.5156 -0.8594
C -2.3561 0.8438 -0.1538
C -1.0242 0.5789 -0.8556
C -0.1669 1.8429 -0.9137
C -1.2224 -0.0369 -2.2402
N -1.0052 0.3319 3.0538
N 0.0666 -0.4560 3.2951
C 0.9249 -0.1587 4.4202
C 0.4535 -0.3688 5.7287
C -0.9399 -0.9526 5.9656
C -1.6333 -0.3798 7.2036
C -0.8771 -2.4743 6.0258
C 1.3033 -0.0871 6.7979
C 2.5760 0.4469 6.5683
C 3.0054 0.7173 5.2688
C 2.1747 0.4337 4.1829
C 2.6113 0.8174 2.7681
C 3.8394 0.0211 2.3488
C 2.8370 2.3264 2.6357
C 0.1197 -1.5734 2.4306
C 1.0980 -2.5477 2.4624
C -2.9296 -2.3756 0.3645
C -3.4196 -3.1587 -0.6525
H -2.8105 -5.6294 -4.2280
H -1.5269 -4.3956 -3.9899
H -1.5358 -5.8879 -2.9896
H -0.4264 -4.3914 -1.8536
H 0.4091 -2.9093 -0.0667
H -3.0183 0.3649 3.7682
H -5.0620 -0.9583 3.1252
H -5.2112 -0.2086 4.7372
H -6.0451 0.5126 3.3366
H -3.1324 2.8293 3.9004
H -4.9104 2.7520 3.7743
H -4.0832 2.0489 5.1876
H -5.5677 2.0891 1.6734
H -5.3145 2.4188 -0.7914
H -3.2057 1.7298 -1.9236
H -0.4802 -0.1511 -0.2508
H 0.0000 2.2395 0.0960
H 0.8085 1.6193 -1.3620
H -0.6635 2.6156 -1.5137
H -1.9215 -0.8804 -2.1961
H -1.6079 0.7100 -2.9452
H -0.2636 -0.4112 -2.6214
H -1.5329 -0.6587 5.0878
H -1.6554 0.7162 7.1721
H -2.6685 -0.7394 7.2413
H -1.1262 -0.7022 8.1210
H -0.4061 -2.8795 5.1233
H -0.2824 -2.7877 6.8930
H -1.8840 -2.8953 6.1194
H 0.9607 -0.2895 7.8159
H 3.2295 0.6622 7.4124
H 3.9889 1.1584 5.0776
H 1.7826 0.5427 2.1052
H 3.6299 -1.0523 2.4128
H 4.1126 0.2655 1.3171
H 4.6852 0.2562 3.0047
H 1.9352 2.8798 2.9255
H 3.6696 2.6514 3.2707
H 3.0743 2.5759 1.5954
H 1.8945 -2.4820 3.1945
H 0.9565 -3.4055 1.8284
H -3.6139 -1.8325 1.0158
H -4.4891 -3.2401 -0.8408
O 6.6027 -5.1881 -2.2186
N 5.5924 -4.4535 -2.1815
O 5.5272 -3.3328 -2.7456
C 4.4361 -4.8701 -1.4566
C 4.2871 -6.0325 -0.7384
C 3.0324 -6.0225 -0.0954
N 2.3620 -7.1734 0.4019
O 1.1488 -7.0372 0.6871
O 2.9765 -8.2491 0.5239
C 2.2770 -4.8462 -0.3048
S 3.0544 -3.7703 -1.3619
H 4.9889 -6.8518 -0.7352
H 1.2669 -4.7108 0.0550
```

## Properties
E_HOMO   -6.3 eV
HOMO-LUMO gap   4.8 eV
M   683.88 g/mol
Strongest force on any atom   0.0607 Eh/bohr
Multiplicity   1
ΔE to the lowest compared entry with this formula, charge and spin   12.6 kcal/mol

Here are the Löwdin charges for atoms 1 to 6, given in e: C -0.06; O -0.09; C -0.26; C -0.01; C -0.04; C -0.16

Which formula does entry 2 have? C7H13NO